{
  "formula": "C10H6AsCl5MnN2S5",
  "method": "the ωB97M-V functional and the def2-TZVPD basis",
  "homo_lumo_gap_ev": [4.769, 4.777],
  "s2": 8.7616,
  "total_charge": -2,
  "total_energy_ev": -222399.9139,
  "spin_multiplicity": 6,
  "e_above_lowest_ev": 0.000,
  "fmax_ev_per_a": 0.5,
  "e_lumo_ha": [0.140, 0.140],
  "elements": ["As", "Mn", "Cl", "Cl", "Cl", "Cl", "Cl", "S", "S", "S", "S", "S", "N", "N", "C", "C", "C", "C", "C", "C", "C", "C", "C", "C", "H", "H", "H", "H", "H", "H"],
  "coordinates": [[2.0313, 1.1173, 2.3215], [0.6812, -0.5037, 0.1707], [-2.1937, -3.3581, -5.2516], [0.6639, -2.1449, -5.5328], [-2.4569, -1.5266, -0.1788], [-3.7669, -3.0268, -2.5787], [1.8999, -0.5087, -3.1852], [1.0274, -3.0627, 0.6317], [2.8366, 0.5437, 0.3175], [2.5449, -0.3621, 3.7841], [2.5754, 3.0948, 2.8378], [-0.1630, 0.9482, 1.8846], [-1.1986, -4.0933, 1.8183], [0.5108, -4.0025, 3.1241], [0.1011, -3.7098, 1.8704], [-1.4867, -2.4860, -3.9325], [-2.1844, -2.3311, -2.7391], [-1.5956, -4.6405, 3.0206], [0.3173, -1.2112, -2.9867], [-0.2174, -1.9279, -4.0563], [-1.5861, -1.6258, -1.6984], [-0.5199, -4.5831, 3.8335], [-0.3353, -1.0276, -1.7735], [1.8633, -3.7402, 3.5959], [2.5684, -4.3378, 3.0168], [-2.5929, -4.9973, 3.1982], [-0.3992, -4.8924, 4.8558], [1.9125, -4.0061, 4.6496], [2.1106, -2.6807, 3.4485], [-1.7489, -3.9533, 0.9870]],
  "mulliken_spin": [-0.004, 4.775, 0.001, 0.000, 0.017, 0.000, 0.011, 0.029, 0.073, 0.007, 0.016, 0.072, 0.004, 0.006, 0.015, 0.005, 0.004, 0.001, -0.083, 0.000, -0.100, 0.000, 0.147, 0.003, 0.001, 0.000, 0.000, 0.000, 0.000, 0.000]
}